Entry 1:
54
Properties=species:S:1:pos:R:3:forces:R:3:nbo_charge:R:1 method="wB97M-V/def2-TZVPD" lumo_ev=-3.902 total_charge=+1 energy_ha=-1134.59124 gap_ev=8.20 max_force_ev_per_a=1.59 homo_energy_ev=-12.106
C 3.075327 -0.764856 4.979268 -0.211 0.281 0.526 -0.259
O 2.366663 -1.636163 4.119682 0.498 0.266 -0.223 -0.529
C 1.758651 -0.943120 3.049910 -0.854 -0.586 0.155 -0.064
C 0.411760 -0.295796 3.469841 0.349 0.382 0.400 -0.449
C 0.392072 1.238772 3.384154 0.421 -0.016 0.058 -0.396
C 0.711027 1.819159 1.995615 -0.601 -0.090 0.036 -0.413
C -0.055177 1.143035 0.827982 0.589 0.304 -0.465 -0.442
C 0.819681 0.182556 0.047031 -1.067 0.863 0.793 0.009
C 0.400278 -1.110647 -0.043058 -0.070 -0.224 -0.051 0.090
N 1.138928 -1.992101 -0.708618 -0.541 -0.753 0.487 -0.394
C 2.282786 -1.675492 -1.285277 0.932 -0.970 -0.828 0.085
C 2.751895 -0.406681 -1.243648 0.221 1.062 0.169 -0.201
C 2.001221 0.546941 -0.577321 0.355 0.493 0.397 -0.026
C 2.492720 1.980892 -0.560811 -0.643 0.999 -0.741 0.773
O 2.042635 2.791528 -1.334170 0.605 -0.913 0.718 -0.499
O 3.441981 2.244863 0.372402 0.180 -0.878 -0.489 -0.698
H 3.812583 -1.325896 5.553345 -0.048 -0.130 -0.220 0.205
H 2.405569 -0.290567 5.712382 0.008 -0.009 -0.152 0.169
H 3.576324 0.038502 4.423385 0.059 -0.169 -0.023 0.163
H 2.465297 -0.223921 2.613991 -0.079 -0.012 0.001 0.162
H 1.530311 -1.723554 2.315672 0.283 0.100 -0.067 0.169
H 0.290688 -0.548506 4.528197 -0.107 -0.092 -0.125 0.241
H -0.435662 -0.769293 2.963824 0.093 0.143 -0.117 0.193
H 1.186924 1.587265 4.056420 -0.116 0.066 -0.039 0.212
H -0.527426 1.654000 3.805718 -0.105 -0.171 -0.257 0.219
H 1.787309 1.728712 1.853200 -0.096 0.065 -0.122 0.209
H 0.475807 2.885427 1.960656 0.129 -0.055 0.218 0.231
H -0.965964 0.634670 1.146796 0.111 0.017 0.086 0.235
H -0.383482 1.883866 0.092179 -0.009 0.097 0.215 0.248
H -0.520042 -1.438354 0.419676 0.045 -0.172 -0.110 0.249
H 0.785958 -2.941322 -0.778185 0.128 0.016 -0.333 0.469
H 2.847490 -2.444005 -1.795653 -0.320 -0.193 0.062 0.253
H 3.688369 -0.137604 -1.709978 0.013 -0.157 -0.065 0.254
H 4.210221 2.665600 -0.040221 -0.194 0.526 0.101 0.521
C -4.713378 2.087724 -1.974671 0.008 -0.302 0.127 -0.725
C -3.246481 1.881610 -1.704523 -0.055 -0.002 0.010 0.614
O -2.835465 0.857799 -1.197833 0.150 -0.013 0.009 -0.587
C -2.313504 3.001701 -2.091649 0.181 -0.251 0.150 -0.723
H -5.268357 1.210077 -1.649950 0.014 0.012 0.003 0.238
H -5.075358 2.957007 -1.424002 -0.001 0.098 -0.161 0.241
H -4.878894 2.234558 -3.042986 -0.022 0.190 0.031 0.239
H -2.574061 3.909756 -1.546125 -0.078 0.070 -0.159 0.242
H -2.378575 3.186904 -3.164543 -0.094 0.157 0.034 0.242
H -1.289134 2.725871 -1.846441 0.004 0.013 -0.039 0.224
C -2.078022 -4.040944 -3.777011 0.312 -0.192 0.081 -0.727
C -1.196860 -2.968063 -3.201200 -0.056 -0.017 -0.122 0.630
O -0.068007 -3.215195 -2.815622 -0.096 -0.010 0.111 -0.622
C -1.766246 -1.575057 -3.121596 0.353 -0.071 0.145 -0.727
H -1.544591 -4.989131 -3.774975 -0.004 0.018 -0.004 0.242
H -2.981913 -4.143149 -3.174671 -0.100 0.104 -0.135 0.242
H -2.346905 -3.790007 -4.803867 -0.170 0.057 0.060 0.246
H -2.656996 -1.568229 -2.491493 -0.088 0.052 -0.143 0.253
H -2.021427 -1.221232 -4.121240 -0.170 -0.030 0.029 0.246
H -1.028546 -0.899909 -2.689990 -0.047 0.029 -0.019 0.221

=====

Entry 2:
52
Properties=species:S:1:pos:R:3:forces:R:3:nbo_charge:R:1 method="wB97M-V/def2-TZVPD" lumo_ev=-1.963 energy_ha=-2008.30096 gap_ev=7.16 max_force_ev_per_a=8.24 homo_energy_ev=-9.127
C -0.242425 2.464288 4.826166 1.097 0.436 0.637 -0.649
C 0.299902 0.931935 4.560626 -0.176 -0.327 1.025 -0.443
C -0.644732 0.037119 3.563171 0.346 1.099 -1.065 -0.350
I 0.071914 -2.075000 3.647457 -0.409 0.943 0.000 0.118
C -0.587992 0.464153 1.981336 -3.206 1.827 -3.586 0.135
C -1.865727 0.947276 1.075248 2.481 -1.129 1.315 0.134
C -3.454805 1.161639 1.415887 -0.294 0.037 -1.387 0.181
C -3.761795 2.776539 1.403647 0.878 0.701 0.870 -0.673
F -3.936761 0.446407 2.622637 1.580 1.895 -2.511 -0.364
N -1.472162 1.242599 -0.355149 5.129 -2.534 5.929 -0.586
C 0.031420 0.924387 -0.321248 0.280 0.450 -1.608 0.644
N 0.961409 1.015023 -1.546181 -2.245 -4.157 3.482 -0.660
C 0.762621 -0.229479 -2.157671 -0.911 0.242 0.043 0.603
C -0.669541 -0.517065 -2.967329 0.741 0.156 1.530 -0.722
C 1.830752 -1.472904 -2.114713 -0.287 0.272 -0.983 -0.766
N 0.601229 0.490110 1.032333 -5.840 1.303 -2.180 -0.406
C 2.053392 0.166209 1.312790 1.290 0.319 -1.324 -0.268
C 2.923707 1.554404 0.988137 -0.733 0.951 1.215 -0.323
C 3.710681 2.152221 2.296951 1.037 0.411 -0.794 -0.668
I 4.418325 1.230344 -0.621438 -0.763 0.179 0.948 0.122
H 0.212662 3.251786 4.059228 -1.253 -1.808 1.455 0.222
H -1.406510 2.560759 4.922603 2.266 -0.354 -0.451 0.230
H 0.199905 2.784000 5.887566 -0.979 -0.676 -2.318 0.233
H 1.450869 0.892769 4.247793 -2.684 0.210 0.480 0.219
H 0.264983 0.389638 5.623586 -0.004 1.016 -2.432 0.240
H -1.760065 0.017474 3.919988 2.225 0.138 -0.938 0.287
H -4.056087 0.692817 0.497247 1.307 0.735 2.198 0.204
H -3.785901 3.219651 0.299320 -0.118 -1.301 2.321 0.234
H -4.740051 3.088880 1.989521 1.965 -0.950 -1.385 0.260
H -2.842293 3.328982 1.927539 -2.073 -1.221 -1.010 0.228
H -2.078807 1.543567 -1.150777 1.169 -0.479 0.964 0.478
H -1.192357 -1.416908 -2.389317 1.060 1.725 -1.698 0.275
H -0.399011 -0.775392 -4.076508 -0.685 0.220 2.209 0.307
H -1.356034 0.455733 -2.904917 1.708 -2.198 -0.289 0.200
H 2.857135 -1.231721 -1.605572 -2.168 -0.111 -1.048 0.247
H 2.004305 -1.869948 -3.226510 -0.433 0.630 2.416 0.316
H 1.308989 -2.365995 -1.520584 0.790 2.022 -1.358 0.281
H 2.181569 -0.210522 2.413268 -0.509 0.900 -2.172 0.263
H 2.428097 -0.685375 0.565564 -1.096 1.863 1.750 0.263
H 2.221137 2.421166 0.575267 1.380 -2.259 0.796 0.244
H 3.973069 3.292858 2.066622 -0.674 -2.500 0.572 0.239
H 3.101045 2.095147 3.301713 1.158 -0.015 -2.085 0.218
H 4.767520 1.609040 2.363626 -2.443 1.048 0.252 0.238
B -1.592682 -3.854844 -5.033317 -2.846 0.066 0.490 1.262
O -0.353961 -3.498529 -4.333094 1.003 -0.127 -0.369 -0.684
C 0.664973 -3.953311 -5.074932 2.006 1.765 3.369 0.669
O 1.840977 -3.822341 -4.776244 -1.222 0.015 -0.278 -0.575
C 0.157247 -4.604453 -6.251713 -1.200 -2.379 -4.183 0.644
O 0.825059 -5.125110 -7.130484 -0.650 0.785 1.316 -0.537
O -1.182011 -4.560367 -6.252058 1.136 0.143 0.240 -0.646
F -2.336964 -2.653208 -5.377034 0.873 -1.230 0.578 -0.563
F -2.406218 -4.726449 -4.200047 0.996 1.254 -0.944 -0.556

=====

Entry 3:
12
Properties=species:S:1:pos:R:3:forces:R:3:nbo_charge:R:1 method="wB97M-V/def2-TZVPD" lumo_ev=0.898 de_lowest_kj_mol=156.1 energy_ha=-269.28680 gap_ev=10.57 max_force_ev_per_a=0.52 homo_energy_ev=-9.667 smiles="C#CCC(C)=O"
C 0.401184 0.871383 -1.498677 0.017 0.070 -0.041 -0.726
C -0.277943 0.917647 -0.150119 0.065 0.262 0.144 0.615
O -0.286099 1.912387 0.535273 -0.088 -0.356 -0.292 -0.521
C -0.928835 -0.378161 0.362072 -0.077 -0.008 0.059 -0.580
C 0.031463 -1.101146 1.198300 0.357 -0.205 0.325 -0.015
C 0.836844 -1.619922 1.926435 -0.315 0.203 -0.294 -0.222
H 0.597030 1.890872 -1.836256 0.001 -0.156 0.045 0.241
H -0.199843 0.334412 -2.239299 0.059 0.068 0.132 0.224
H 1.356104 0.340701 -1.401548 -0.147 0.020 0.026 0.246
H -1.280017 -1.004913 -0.465629 0.125 0.083 0.128 0.238
H -1.790321 -0.097195 0.976369 0.100 -0.006 -0.096 0.261
H 1.540434 -2.066067 2.593078 -0.098 0.024 -0.137 0.239

=====

Entry 4:
58
Properties=species:S:1:pos:R:3:forces:R:3:lowdin_spin:R:1 method="wB97M-V/def2-TZVPD" s2=0.82 lumo_ev="-3.866 / -3.325" de_lowest_kj_mol=0.0 total_charge=+1 energy_ha=-4316.25979 gap_ev="6.54 / 7.25" max_force_ev_per_a=0.28 multiplicity=2 homo_energy_ev="-10.403 / -10.573"
Cr 0.426207 0.005511 0.100576 0.070 -0.205 -0.062 1.152
S 1.204753 1.708567 -2.615541 -0.107 0.044 0.128 -0.042
C -0.474370 1.386206 -3.074799 0.024 0.016 0.007 -0.004
C -0.668639 1.333793 -4.458871 0.030 -0.010 0.013 -0.003
C -1.926720 1.202294 -5.010379 -0.058 -0.005 0.003 -0.001
C -3.047413 1.134062 -4.192459 0.054 0.007 -0.008 -0.001
C -2.880767 1.180274 -2.822236 0.000 -0.010 -0.009 0.000
C -1.608747 1.282655 -2.265406 0.007 -0.024 -0.013 0.000
S -1.473105 1.246379 -0.492914 0.044 0.064 -0.002 -0.002
C -2.678445 -0.033533 -0.022688 -0.026 -0.029 0.062 0.002
C -2.259377 -0.711597 1.254468 0.014 -0.032 -0.037 0.001
C -3.203225 -1.204331 2.137763 0.048 -0.015 -0.007 0.000
C -2.772785 -1.947348 3.225589 0.009 -0.006 0.003 0.002
C -1.420488 -2.192558 3.389132 0.015 0.055 -0.073 0.000
C -0.526472 -1.650441 2.477759 -0.130 -0.029 0.057 0.002
C 0.948810 -1.889236 2.602543 0.091 -0.043 0.049 -0.001
S 1.803277 -1.812391 1.005683 0.016 0.052 0.009 -0.002
C 1.124901 -3.227338 0.176891 -0.048 0.044 -0.034 0.000
C 1.435622 -4.505765 0.621005 0.005 -0.043 0.008 0.000
C 0.932251 -5.604682 -0.053424 0.007 -0.003 0.007 -0.002
C 0.148352 -5.415052 -1.185495 0.006 -0.050 0.011 0.000
C -0.135046 -4.140200 -1.641875 0.010 0.005 -0.005 -0.002
C 0.348484 -3.023987 -0.961438 0.033 0.071 0.008 0.000
S -0.024330 -1.408374 -1.575022 -0.105 -0.097 0.037 -0.029
N -0.945091 -0.902849 1.451509 0.009 0.174 -0.186 -0.004
H 0.195513 1.403868 -5.106745 0.018 -0.004 0.004 -0.001
H -2.032889 1.161107 -6.085790 -0.006 0.001 -0.003 0.000
H -4.037711 1.049848 -4.616754 -0.011 0.002 0.003 0.000
H -3.749000 1.140256 -2.177568 -0.004 -0.009 -0.003 0.000
H -2.666375 -0.769709 -0.830866 -0.002 0.012 -0.005 0.000
H -3.676098 0.388993 0.076545 0.015 0.025 -0.008 -0.001
H -4.254653 -1.025186 1.964518 -0.012 0.007 -0.004 0.000
H -3.488998 -2.350519 3.928774 -0.007 -0.002 0.001 0.000
H -1.056297 -2.798025 4.207031 0.005 -0.006 0.009 0.000
H 1.141070 -2.853638 3.070765 0.007 0.004 -0.025 0.000
H 1.417776 -1.123505 3.225689 0.017 -0.018 -0.014 0.000
H 2.077547 -4.638973 1.483385 -0.001 -0.002 0.005 0.000
H 1.163321 -6.602616 0.291826 0.001 -0.009 -0.001 0.000
H -0.238247 -6.270823 -1.722772 0.002 -0.004 0.003 0.000
H -0.735238 -3.997790 -2.530799 -0.003 0.014 -0.004 0.000
N -0.994986 1.868028 2.686429 -0.015 0.031 0.022 0.001
C 0.344998 1.643001 2.794970 0.051 -0.032 -0.019 0.002
N 1.085240 1.091312 1.869677 -0.112 0.113 0.229 0.001
C 2.437166 1.090496 2.270825 0.034 -0.019 0.000 0.003
C 3.531918 0.705439 1.499173 -0.006 0.046 0.073 0.002
C 4.791301 0.739464 2.065495 0.011 -0.005 -0.008 0.000
C 4.984289 1.154785 3.383217 0.007 -0.002 0.010 0.000
C 3.913944 1.567380 4.152901 -0.018 -0.003 -0.020 0.000
C 2.651032 1.536564 3.576202 0.033 -0.011 -0.029 0.000
S 1.149828 2.072775 4.272654 0.017 -0.030 -0.046 0.000
H -1.316264 2.128576 1.765148 0.001 0.007 -0.041 0.000
H -1.403383 2.432425 3.414981 -0.002 -0.007 0.015 0.000
H 3.407499 0.414808 0.467426 0.010 -0.002 -0.003 0.001
H 5.645015 0.449463 1.468589 0.004 0.000 -0.004 0.000
H 5.981875 1.172382 3.799211 0.003 0.006 0.010 0.000
H 4.055057 1.919305 5.165327 0.006 0.000 0.013 0.000
O 1.942724 2.569771 -0.262077 0.073 0.039 0.007 -0.014
C 1.315542 1.681108 -0.732945 -0.134 -0.073 -0.135 -0.058